[1]
An isolated molecule of C4H5NO2, computed with ωB97M-V with the def2-TZVPD basis set.

Element x y z (Å)
O: -2.071 -0.719 0.539
C: -1.089 -1.044 1.141
O: -1.136 -1.859 2.205
N: 0.266 -0.689 0.845
C: 0.409 0.192 -0.053
C: 1.376 0.790 -0.962
C: -0.164 0.946 -1.144
H: -0.227 -2.004 2.509
H: 1.814 1.727 -0.624
H: 2.017 0.171 -1.591
H: -0.457 1.990 -1.065
H: -0.743 0.377 -1.859

As for the energy relative to the best compared isomer or geometry (same formula, charge and spin): 38.5 kcal/mol. The HOMO-LUMO gap is 10.29 eV. The calculation puts the HOMO energy at -0.365 Eh. Its charge is 0. For the total energy, the calculation gives -360.6080 Eh. As for the SMILES: O=C(O)N=C1CC1.

***

[2]
An isolated molecule of C4H5NO2, computed with ωB97M-V with the def2-TZVPD basis set.

Element x y z (Å)
O: -1.539 0.757 -1.118
C: -0.675 1.207 -0.411
C: -0.357 0.666 1.073
O: -0.390 1.603 1.846
N: -0.230 -0.643 1.318
C: 0.965 -0.417 -0.526
C: 0.025 -1.344 0.086
H: -0.208 2.195 -0.570
H: 1.838 -0.130 0.050
H: 0.909 -0.055 -1.550
H: -0.866 -1.550 -0.516
H: 0.530 -2.289 0.319

As for the energy relative to the best compared isomer or geometry (same formula, charge and spin): 115.0 kcal/mol. The HOMO-LUMO gap (spin up / spin down) is 6.83 / 7.12 eV. The calculation puts the HOMO energy (spin up / spin down) at -0.342 / -0.345 Eh. Its charge is 0. For the total energy, the calculation gives -360.4862 Eh.

***

[3]
An isolated molecule of C4H5NO2, computed with ωB97M-V with the def2-TZVPD basis set.

Element x y z (Å)
C: 1.993 0.648 -0.787
C: 0.701 0.929 -0.651
N: -0.290 -0.072 -0.668
C: -0.812 -0.414 0.429
O: -0.445 0.062 1.631
C: -1.985 -1.370 0.397
O: -1.955 -2.406 -0.219
H: 2.708 1.417 -1.034
H: 2.337 -0.379 -0.734
H: 0.319 1.950 -0.744
H: 0.312 0.656 1.436
H: -2.883 -1.022 0.944

As for the energy relative to the best compared isomer or geometry (same formula, charge and spin): 45.5 kcal/mol. The HOMO-LUMO gap is 9.94 eV. The calculation puts the HOMO energy at -0.354 Eh. Its charge is 0. For the total energy, the calculation gives -360.5968 Eh. As for the SMILES: C=C/N=C(\O)C=O.

***

[4]
A structure of composition C4H5NO2 at a distorted geometry, computed with ωB97M-V with the def2-TZVPD basis set.

Element x y z (Å)
N: 0.022 -0.268 -2.330
C: 0.061 -0.574 -1.093
C: -0.877 -0.465 -0.027
C: -0.146 0.083 0.965
O: -0.484 0.524 2.178
C: 1.210 0.213 0.508
O: 1.345 -0.444 -0.717
H: 1.158 1.343 -0.234
H: -0.985 -0.248 -2.525
H: -1.946 -0.602 -0.104
H: -1.445 0.421 2.276
H: 2.088 0.018 1.102

As for the energy relative to the best compared isomer or geometry (same formula, charge and spin): 76.3 kcal/mol. The HOMO-LUMO gap is 9.14 eV. The calculation puts the HOMO energy at -0.322 Eh. Its charge is 0. For the total energy, the calculation gives -360.5478 Eh.

***

[5]
A cluster of 2 separate species, C4H5NO2 in total at a distorted geometry, computed with ωB97M-V with the def2-TZVPD basis set.

Element x y z (Å)
O: -1.267 -2.538 1.355
C: -0.689 -1.566 1.398
C: 1.161 -0.224 -0.026
C: 0.743 0.570 -1.167
N: 0.227 1.035 0.110
C: -1.165 0.937 0.344
O: -1.894 0.060 -0.054
H: 2.017 -0.006 0.594
H: 0.974 -1.303 -0.089
H: 0.008 0.063 -1.790
H: 1.441 1.222 -1.664
H: -1.557 1.750 0.988

As for the energy relative to the best compared isomer or geometry (same formula, charge and spin): 69.7 kcal/mol. The HOMO-LUMO gap is 10.84 eV. The calculation puts the HOMO energy at -0.372 Eh. Its charge is 0. For the total energy, the calculation gives -360.5583 Eh.

***

[6]
A structure of composition C4H5NO2 at a distorted geometry, computed with ωB97M-V with the def2-TZVPD basis set.

Element x y z (Å)
C: -1.959 0.350 0.182
C: -0.593 -0.158 -0.006
C: -0.047 -1.268 -0.480
O: 1.355 -1.100 -0.378
C: 1.431 0.126 0.161
O: 2.949 0.556 0.416
N: 0.988 1.147 0.657
H: -2.154 0.546 1.240
H: -2.098 1.288 -0.361
H: -2.701 -0.373 -0.178
H: -0.375 -2.224 -0.907
H: 3.204 1.112 -0.341

As for the energy relative to the best compared isomer or geometry (same formula, charge and spin): 140.7 kcal/mol. The HOMO-LUMO gap is 9.21 eV. The calculation puts the HOMO energy at -0.341 Eh. Its charge is 0. For the total energy, the calculation gives -360.4452 Eh.

***

[7]
An isolated molecule of C4H5NO2, computed with ωB97M-V with the def2-TZVPD basis set.

Element x y z (Å)
O: 0.639 1.513 -1.600
C: 0.519 0.324 -1.458
C: -0.604 -0.301 -0.657
C: -0.287 -1.223 0.452
N: -0.815 0.104 0.736
C: 0.114 1.033 1.274
O: 1.249 0.763 1.585
H: 1.239 -0.380 -1.906
H: -1.516 -0.446 -1.234
H: 0.761 -1.382 0.693
H: -0.969 -2.034 0.693
H: -0.329 2.028 1.423

As for the energy relative to the best compared isomer or geometry (same formula, charge and spin): 50.5 kcal/mol. The HOMO-LUMO gap is 10.57 eV. The calculation puts the HOMO energy at -0.370 Eh. Its charge is 0. For the total energy, the calculation gives -360.5889 Eh. As for the SMILES: O=C[C@H]1CN1C=O.

***

[8]
An isolated molecule of C4H5NO2 at a distorted geometry, computed with ωB97M-V with the def2-TZVPD basis set.

Element x y z (Å)
C: -0.600 -1.264 -0.635
C: 0.629 -0.378 -0.655
O: 1.487 -0.458 -1.516
N: 1.016 0.124 0.649
C: 0.108 1.019 1.163
C: -0.513 1.696 0.156
O: -1.101 2.608 -0.287
H: -1.384 -0.749 -1.188
H: -0.370 -2.212 -1.117
H: -0.979 -1.470 0.364
H: 1.998 0.180 0.900
H: -0.291 0.904 2.166

As for the energy relative to the best compared isomer or geometry (same formula, charge and spin): 56.8 kcal/mol. The HOMO-LUMO gap is 8.18 eV. The calculation puts the HOMO energy at -0.317 Eh. Its charge is 0. For the total energy, the calculation gives -360.5789 Eh. As for the SMILES: CC(=O)NC=C=O.

***

[9]
A cluster of 2 separate species, C4H5NO2 in total at a distorted geometry, computed with ωB97M-V with the def2-TZVPD basis set.

Element x y z (Å)
O: -1.249 -2.330 -0.643
C: -0.657 -1.310 -0.427
N: -0.722 -0.144 -1.244
C: 0.181 0.657 -0.813
C: 0.862 0.272 0.478
O: -0.047 -0.035 1.533
C: 0.374 -1.087 0.679
H: 0.510 1.518 -1.391
H: 1.833 0.664 0.766
H: 0.950 -1.904 1.091
H: -1.218 1.572 -0.149
H: -0.816 2.125 0.118

As for the energy relative to the best compared isomer or geometry (same formula, charge and spin): 94.2 kcal/mol. The HOMO-LUMO gap is 9.60 eV. The calculation puts the HOMO energy at -0.364 Eh. Its charge is 0. For the total energy, the calculation gives -360.5194 Eh. As for the SMILES: O=C1N=C[C@H]2O[C@@H]12.[H][H].

***

[10]
An isolated molecule of C4H5NO2 at a distorted geometry, computed with ωB97M-V with the def2-TZVPD basis set.

Element x y z (Å)
C: -0.143 -0.513 -2.289
O: 0.439 0.007 -1.108
C: -0.283 -0.051 0.034
O: -1.404 -0.432 0.092
C: 0.600 0.413 1.347
C: 0.029 0.687 2.667
N: 0.542 -0.410 2.657
H: 0.269 -1.481 -2.430
H: 0.017 -0.030 -3.248
H: -1.270 -0.460 -2.107
H: 1.562 0.724 1.160
H: -0.358 1.545 3.224

As for the energy relative to the best compared isomer or geometry (same formula, charge and spin): 72.2 kcal/mol. The HOMO-LUMO gap is 11.33 eV. The calculation puts the HOMO energy at -0.382 Eh. Its charge is 0. For the total energy, the calculation gives -360.5543 Eh. As for the SMILES: COC(=O)[C@H]1C=N1.

***

[11]
An isolated molecule of C4H5NO2 at a distorted geometry, computed with ωB97M-V with the def2-TZVPD basis set.

Element x y z (Å)
C: 1.869 -0.784 0.157
N: 0.522 -0.446 -0.319
O: -0.562 -1.346 -0.079
C: -1.630 -0.594 0.133
C: -1.441 0.762 0.048
C: 0.034 0.879 -0.074
O: 0.729 1.828 0.016
H: 2.315 -1.718 -0.280
H: 2.498 0.102 -0.166
H: 1.957 -0.930 1.282
H: -2.531 -1.210 0.165
H: -2.226 1.446 0.155

As for the energy relative to the best compared isomer or geometry (same formula, charge and spin): 55.1 kcal/mol. The HOMO-LUMO gap is 10.19 eV. The calculation puts the HOMO energy at -0.341 Eh. Its charge is 0. For the total energy, the calculation gives -360.5816 Eh. As for the SMILES: Cn1occc1=O.

***

[12]
An isolated molecule of C4H5NO2, computed with ωB97M-V with the def2-TZVPD basis set.

Element x y z (Å)
O: 0.750 0.657 -2.259
C: 0.335 -0.375 -1.830
C: -0.927 0.545 -0.064
C: -0.930 0.490 1.461
N: 0.265 0.219 0.697
C: 1.079 -0.722 0.393
O: 1.156 -1.121 -0.847
H: -0.371 -1.077 -2.274
H: -0.857 1.580 -0.421
H: -1.362 -0.365 1.981
H: -0.862 1.398 2.059
H: 1.725 -1.229 1.105

As for the energy relative to the best compared isomer or geometry (same formula, charge and spin): 114.4 kcal/mol. The HOMO-LUMO gap is 8.35 eV. The calculation puts the HOMO energy at -0.289 Eh. Its charge is 0. For the total energy, the calculation gives -360.4871 Eh.